*A*
A gas-phase ion, C12H14N3 (charge +1), computed with wB97M-V/def2-TZVPD.

```
! RIJCOSX wB97M-V def2-TZVPD def2/J DEFGRID3
* xyz 1 1
C 2.32165 0.03850 -1.84661
C 1.55697 -0.98234 -0.99856
N 1.79061 -0.87424 0.40633
C 0.38068 -0.69153 -0.09858
C -0.13633 0.91688 -0.09973
C -0.96082 1.36712 -1.14731
C -1.66183 2.57098 -0.90247
C -1.29046 3.45080 0.17279
C -0.41353 2.97484 1.14703
C 0.00189 1.70035 1.08145
N -0.42862 -1.71897 0.30732
C -1.57400 -1.51487 1.19218
C -2.02519 -2.79272 1.48519
N -1.22363 -3.70379 0.91773
C -0.30241 -3.10584 0.24909
H 2.01059 1.01485 -1.72517
H 2.17999 -0.13113 -2.90020
H 3.35257 -0.15444 -1.55775
H 1.62465 -2.00855 -1.40094
H 1.86782 -1.58631 1.17256
H 2.35464 -0.10996 0.78178
H -1.39993 0.63446 -1.83038
H -2.28305 2.80988 -1.66315
H -1.88081 4.36812 0.32927
H -0.34080 3.46872 2.01612
H 0.63129 1.18239 1.93889
H -1.72094 -0.49389 1.34774
H -2.87474 -3.14126 2.06843
H 0.44374 -3.48804 -0.44305
*
```

Output
- E_LUMO (eV) = -3.01
- SMILES string = C[C@H]1[NH2+][C@]1(c1ccccc1)n1ccnc1
- highest occupied orbital energy (eV) = -12.63
- frontier orbital gap (eV) = 9.62

*B*
2 unconnected molecules or ions with the total composition C12H14N3, computed with wB97M-V/def2-TZVPD.

```
! RIJCOSX wB97M-V def2-TZVPD def2/J DEFGRID3
* xyz 1 1
C -0.65540 2.33666 4.07138
C -1.89372 2.67681 3.43651
C 0.01112 1.23336 3.69501
C -2.19330 2.02843 2.26770
C -0.30347 0.52354 2.54131
C -1.84512 1.32482 -0.81359
C -1.33494 1.06651 1.72646
C -1.35208 0.62558 0.31039
C -0.71223 -0.54814 -1.46409
C 2.79604 -1.60066 -1.16845
C 2.73816 -2.22657 -2.40568
C 1.52429 -2.47307 -3.05624
N -0.79582 -0.48357 -0.08906
N -1.49341 0.54217 -1.89360
N 1.57360 -2.77248 -4.31468
H -0.38677 2.75114 5.08174
H -2.59792 3.33664 3.81461
H 0.93785 0.95252 4.26191
H -2.94727 2.45203 1.54560
H 0.40756 -0.22269 2.14905
H -2.31297 2.27758 -0.97566
H 3.73929 -1.48068 -0.55670
H 1.86876 -1.29399 -0.67987
H 3.61866 -2.69392 -2.81104
H 0.58866 -2.19258 -2.71077
H -0.40159 -1.03722 0.58797
H -1.78841 0.73924 -2.83777
H 2.43187 -2.81927 -4.83150
H 0.77854 -3.02217 -4.88093
*
```

Output
- E_LUMO (eV) = -5.00
- highest occupied orbital energy (eV) = -10.61
- frontier orbital gap (eV) = 5.61

Relative energies with respect to the most stable structure, expressed in eV: *A* 0.218; *B* 0.000.

*A*
A molecular structure, C3H9S2, computed with wB97M-V/def2-TZVPD.

```
! RIJCOSX wB97M-V def2-TZVPD def2/J DEFGRID3
* xyz -1 1
C 0.46993 1.63611 1.83713
S 1.68853 0.83322 0.74826
H -0.34808 0.93472 2.02242
H 0.90677 1.91113 2.79875
H 0.04101 2.52919 1.37749
C -1.30556 0.12625 -1.92770
C -0.55429 -1.15060 -1.57529
S -0.58002 -1.54342 0.19620
H -0.91794 0.96041 -1.34390
H -2.37079 0.02945 -1.71526
H -1.18927 0.35617 -2.99321
H -0.95774 -1.98852 -2.14853
H 0.48799 -1.03459 -1.87758
H 0.53091 -0.51310 0.43938
*
```

Output
- E_LUMO (eV) = 3.79
- highest occupied orbital energy (eV) = -2.94
- frontier orbital gap (eV) = 6.73

*B*
2 unconnected molecules or ions with the total composition C3H9S2, computed with wB97M-V/def2-TZVPD.

```
! RIJCOSX wB97M-V def2-TZVPD def2/J DEFGRID3
* xyz -1 1
C 2.60429 -0.76273 0.39081
S 2.71443 -2.60669 0.20606
H 1.76836 -0.60855 1.06495
H 3.56321 -0.43259 0.76936
H 2.29257 -0.28216 -0.52880
C -2.32930 0.52599 0.33142
C -1.53501 1.49894 -0.50882
S -0.04228 0.76883 -1.37472
H -1.92467 0.20951 1.30899
H -2.31635 -0.41575 -0.23116
H -3.34902 0.77007 0.64901
H -2.10653 1.82963 -1.37536
H -1.21280 2.36189 0.06681
H 1.87309 -2.85637 -0.76856
*
```

Output
- E_LUMO (eV) = 3.33
- highest occupied orbital energy (eV) = -2.44
- frontier orbital gap (eV) = 5.77

*C*
2 unconnected molecules or ions with the total composition C3H9S2, computed with wB97M-V/def2-TZVPD.

```
! RIJCOSX wB97M-V def2-TZVPD def2/J DEFGRID3
* xyz -1 1
C 1.92574 -0.77125 -0.37186
C 0.88647 -1.49985 0.45630
S -0.22662 -2.50207 -0.58664
H 1.47611 -0.10035 -1.10007
H 2.52671 -1.50786 -0.92054
H 2.57703 -0.20183 0.29291
H 1.35202 -2.12172 1.22207
H 0.23282 -0.75976 0.91870
H -1.36232 -2.19327 0.04924
C -2.00362 2.38718 -0.00520
S -0.33035 1.65260 0.12499
H -2.19556 2.67801 -1.03932
H -2.73808 1.65905 0.34321
H -2.12037 3.28111 0.61623
*
```

Output
- E_LUMO (eV) = 3.39
- highest occupied orbital energy (eV) = -2.33
- frontier orbital gap (eV) = 5.72

*D*
2 unconnected molecules or ions with the total composition C3H9S2, computed with wB97M-V/def2-TZVPD.

```
! RIJCOSX wB97M-V def2-TZVPD def2/J DEFGRID3
* xyz -1 1
C -1.72426 0.97945 -1.36443
S -0.33121 1.79482 -2.23324
H -1.42138 0.22008 -0.64130
H -2.34399 0.34974 -2.01089
H -2.39156 1.75183 -0.99169
C 1.23626 -1.39038 0.64935
C 0.52343 -0.34981 1.57076
S 1.14977 1.31598 1.28989
H 0.99329 -1.30631 -0.42201
H 2.28538 -1.07136 0.71703
H 1.18915 -2.47178 0.84470
H 0.77086 -0.66125 2.58893
H -0.55145 -0.47507 1.42790
H 0.61571 1.31404 -1.42500
*
```

Output
- E_LUMO (eV) = 3.49
- highest occupied orbital energy (eV) = -2.51
- frontier orbital gap (eV) = 6.01

Relative energies with respect to the most stable structure, expressed in eV: *A* 0.000; *B* 0.604; *C* 0.350; *D* 0.493.

*A*
2 unconnected molecules or ions with the total composition C3H9S2, computed with wB97M-V/def2-TZVPD.

```
! RIJCOSX wB97M-V def2-TZVPD def2/J DEFGRID3
* xyz -1 1
C 2.44490 -1.65816 -0.32686
S 0.61615 -1.79086 -0.44369
H 2.73017 -0.66425 -0.66626
H 2.83942 -2.52039 -0.84656
H 2.68191 -1.65336 0.73725
C -1.97824 0.26801 1.21830
C -1.66645 1.64199 0.62585
S -0.11132 1.77292 -0.34884
H -2.31317 -0.56836 0.60192
H -1.15379 -0.09999 1.83319
H -2.82692 0.42753 1.90928
H -1.67699 2.35543 1.45522
H -2.49134 1.95010 -0.02243
H 0.41916 -0.50055 -0.01237
*
```

Output
- E_LUMO (eV) = 3.54
- highest occupied orbital energy (eV) = -2.55
- frontier orbital gap (eV) = 6.10

*B*
2 unconnected molecules or ions with the total composition C3H9S2, computed with wB97M-V/def2-TZVPD.

```
! RIJCOSX wB97M-V def2-TZVPD def2/J DEFGRID3
* xyz -1 1
C -0.63298 -0.34397 -0.63988
S -1.38269 1.28289 -0.88351
C -0.73545 1.68479 -2.51735
H 0.38620 -0.31964 -1.03676
H -1.23124 -1.06737 -1.19788
H -0.54982 -0.60445 0.43621
H -0.99813 2.71364 -2.76128
H 0.34716 1.57382 -2.55437
H -1.19105 1.03388 -3.27010
C 1.29458 -1.28885 2.88061
S -0.12549 -0.10723 2.74632
H 1.27412 -1.75502 3.86922
H 1.32195 -2.08478 2.13277
H 2.22284 -0.71772 2.79601
*
```

Output
- E_LUMO (eV) = 3.37
- highest occupied orbital energy (eV) = -2.22
- frontier orbital gap (eV) = 5.59

Relative energies with respect to the most stable structure, expressed in eV: *A* 0.000; *B* 0.198.

*A*
2 unconnected molecules or ions with the total composition C5H9P, computed with wB97M-V/def2-TZVPD.

```
! RIJCOSX wB97M-V def2-TZVPD def2/J DEFGRID3
* xyz 0 1
C -0.61983 -2.33699 -0.14299
C -0.85520 -1.22010 0.23317
P -1.07872 0.43966 0.79646
C -2.34475 0.94712 -0.46780
H -0.43488 -3.31939 -0.46650
H -2.02446 0.07170 1.76775
H -2.85053 1.84753 -0.12127
H -3.07583 0.15730 -0.63213
H -1.84169 1.17069 -1.40805
C 2.89853 0.22593 0.59061
C 2.14415 0.51519 -0.44876
H 3.05071 0.93099 1.39154
H 3.39985 -0.72215 0.69728
H 1.65411 1.47115 -0.53397
H 1.97856 -0.17865 -1.25533
*
```

Output
- E_LUMO (eV) = 1.01
- SMILES string = C#CPC.C=C
- highest occupied orbital energy (eV) = -9.07
- frontier orbital gap (eV) = 10.08

*B*
C5H9P in the gas phase, computed with wB97M-V/def2-TZVPD.

```
! RIJCOSX wB97M-V def2-TZVPD def2/J DEFGRID3
* xyz 0 1
C 2.42817 -1.26953 -0.14893
P 2.59541 0.52854 0.05460
C 1.06260 0.48434 -0.43570
C -0.35671 0.41389 -0.41748
C -0.79781 -0.85611 0.45935
C -1.22790 1.57166 0.07018
H 2.02375 -1.89711 0.65794
H 2.33484 -1.63426 -1.10544
H -0.72221 0.26542 -1.35684
H -0.47900 -0.76485 1.50432
H -0.46042 -1.79871 0.08343
H -1.93128 -0.71885 0.46132
H -1.03030 2.23738 0.89548
H -2.19561 1.17478 0.06176
H -1.24353 2.26340 -0.78400
*
```

Output
- E_LUMO (spin up / spin down) (eV) = 0.49 / 0.49
- SMILES string = C=P#CC(C)C
- highest occupied orbital energy (spin up / spin down) (eV) = -7.67 / -7.68
- frontier orbital gap (spin up / spin down) (eV) = 8.16 / 8.16

*C*
C5H9P in the gas phase, computed with wB97M-V/def2-TZVPD.

```
! RIJCOSX wB97M-V def2-TZVPD def2/J DEFGRID3
* xyz 0 1
H 1.41452 -1.67881 2.96875
P 1.94474 -1.14982 1.69531
C 0.56736 -0.33984 1.20532
C 0.41749 0.27507 -0.12654
C 0.05227 1.74649 0.01732
C -0.88689 -0.32719 -0.65836
C -0.80202 -1.26614 -1.58141
H -0.30855 -0.14828 1.74034
H 1.12347 0.05656 -0.83584
H 0.74790 2.40816 0.43137
H -0.06089 1.93624 -1.07698
H -0.90302 1.80982 0.44495
H -1.65933 -0.16209 -0.02814
H -1.61227 -1.88338 -1.90285
H -0.03478 -1.27679 -2.29326
*
```

Output
- E_LUMO (eV) = 0.33
- SMILES string = [H]/P=C/[C@H](C)C=C
- highest occupied orbital energy (eV) = -9.12
- frontier orbital gap (eV) = 9.45

Relative energies with respect to the most stable structure, expressed in eV: *A* 0.209; *B* 1.987; *C* 0.000.